54
Properties=species:S:1:pos:R:3:nbo_charge:R:1 method="wB97M-V/def2-TZVPD" total_charge=+1 homo_energy_ev=-13.24 fmax_ev_per_a=1.18 spin_multiplicity=1 de_lowest_kcal_mol=0.0 lumo_ev=-3.44
Zr 0.53156 0.58878 -0.60047 2.4154
C 4.22055 2.24080 0.60339 -0.6460
H -1.66351 2.26993 0.21101 0.4200
C -3.57378 -1.71050 -0.26303 0.7454
H 0.47533 4.29016 0.20041 0.2024
C 3.62537 0.49914 2.34430 -0.6177
H 3.56960 1.28224 3.10001 0.2246
O 4.39870 -0.69720 -0.19323 -0.5357
S -2.79524 -0.32527 -1.19561 2.2744
C 0.02056 -1.08038 2.42178 0.1912
O 0.04880 -1.22087 -1.69704 -1.0121
F 0.38192 -3.55613 -3.41807 -0.2896
F -1.62682 -3.41093 -4.22482 -0.2811
H 0.13550 4.73920 -2.08583 0.2653
C 1.26603 -3.34687 1.64671 -0.2819
C 3.42367 -0.01139 -0.09980 0.7788
C -0.48835 3.93462 -0.16295 -0.2002
O -1.70368 0.05556 -0.27772 -1.0108
O 2.34296 -0.12891 -0.86614 -0.8431
H -1.45381 3.92503 -2.14178 0.2548
O -0.34299 -0.74867 -4.09427 -0.8385
C 0.71322 -3.29094 2.92591 0.3892
H -1.25786 4.61985 0.18883 0.2260
H 1.77368 -4.23036 1.28309 0.2388
C 0.18823 2.59219 -1.96438 0.8085
F -4.14087 -1.21541 0.82872 -0.2945
S -0.82987 -1.33297 -2.90214 2.2718
Br -0.84829 0.49774 2.99994 0.1242
H 4.16213 3.02033 1.36625 0.2213
H 4.62674 0.07349 2.33996 0.2546
H 1.21769 -5.06103 3.44042 0.5015
H 1.93091 2.49563 0.83419 0.5146
C 3.32263 1.07535 0.97518 0.1608
N -2.30141 -0.98476 -2.52803 -1.1982
C 0.07312 -2.11851 3.32043 -0.3251
O 1.91894 1.54144 0.98609 -0.7570
F -1.32843 -3.77644 -2.10855 -0.3005
O 0.76104 -4.29142 3.80263 -0.6146
O -0.52551 1.57056 -2.21454 -0.7137
H 3.94681 2.65061 -0.37033 0.2363
O -3.79683 0.65714 -1.40919 -0.8638
O 1.36730 2.36692 -1.54598 -0.7220
H -0.59993 2.57950 1.39083 0.4127
H -0.36705 -2.03832 4.30267 0.2651
C 1.16045 -2.24727 0.83423 0.0743
F -2.62755 -2.57938 0.09269 -0.3075
N -0.70128 2.56197 0.37932 -0.8961
H 1.58158 -2.27305 -0.16036 0.2483
H 2.91491 -0.28911 2.59687 0.2167
C -0.45610 3.90764 -1.70998 -0.5161
H 5.25083 1.89358 0.55155 0.2643
N 0.54692 -1.09692 1.19706 -0.6113
F -4.47617 -2.31225 -1.01107 -0.2826
C -0.85834 -3.15605 -3.18409 0.7585